Record 1
{
  "formula": "C9H8N2O3P",
  "method": "ωB97M-V with the def2-TZVPD basis set",
  "symbols": ["C", "C", "C", "C", "C", "C", "C", "C", "C", "N", "N", "O", "O", "O", "P", "H", "H", "H", "H", "H", "H", "H", "H"],
  "xyz": [[-2.333731, 1.908899, -0.535826], [-3.241152, 1.109688, 0.266289], [-1.147902, 1.380075, -0.912864], [-2.903094, -0.165616, 0.584129], [0.441731, -0.441794, -0.881272], [0.679002, -1.764517, -0.507370], [-0.766284, 0.087017, -0.549305], [-1.645267, -0.759179, 0.167133], [2.480399, -0.413168, 1.439781], [-1.340845, -2.015424, 0.451827], [-0.202197, -2.491496, 0.170651], [2.015598, 0.779021, 0.745451], [4.634554, 1.068997, 0.443053], [3.325160, -0.435368, -1.175749], [3.532026, 0.183981, 0.125514], [-2.689417, 2.880963, -0.821993], [-4.250821, 1.579151, 0.281185], [-0.405964, 1.936278, -1.649572], [-3.585900, -0.956051, 1.109833], [1.121079, 0.173323, -1.514997], [1.656212, -2.148859, -0.897912], [2.850849, -0.244115, 2.449755], [1.775957, -1.251797, 1.212253]],
  "forces_ev_per_angstrom": [[-0.383, -0.918, 0.693], [-0.201, 0.791, -1.468], [1.389, 2.332, -2.160], [-1.129, -2.762, 0.862], [1.201, -0.463, -1.343], [1.525, 1.423, -1.884], [-0.992, -0.592, 0.796], [-0.529, 2.564, -0.169], [0.588, -0.743, -0.733], [-2.012, -0.217, 1.582], [1.510, -1.549, -0.788], [1.007, 0.456, -0.387], [1.724, 0.982, 0.571], [0.062, -1.002, -1.928], [-3.067, 0.274, 1.879], [0.207, 0.313, -0.227], [0.682, -0.856, 0.908], [-1.623, -0.967, 1.807], [1.023, 1.886, -0.910], [-0.327, -1.039, 0.748], [-1.079, -0.235, 0.978], [-0.539, -0.144, 0.177], [0.964, 0.467, 0.996]],
  "mulliken_charge": [-0.392, -0.478, -0.536, -0.134, -0.259, -0.559, 1.315, 0.090, -0.321, -0.418, -0.742, -0.414, -0.783, -0.714, 0.873, 0.395, 0.271, 0.163, 0.253, 0.396, 0.517, 0.280, 0.197],
  "spin_multiplicity": 1,
  "energy_ha": -1024.393964,
  "lumo_ev": 2.918,
  "orbital_gap_ev": 8.02,
  "de_lowest_ev": 0.000,
  "charge": -1
}


Record 2
{
  "formula": "C8H11BO2",
  "method": "ωB97M-V with the def2-TZVPD basis set",
  "symbols": ["C", "C", "C", "C", "C", "C", "B", "O", "O", "C", "C", "H", "H", "H", "H", "H", "H", "H", "H", "H", "H", "H"],
  "xyz": [[2.249031, 1.461726, 1.948565], [2.345223, 0.304501, 0.946877], [0.995051, -0.000897, 0.364738], [0.598539, 0.663536, -0.796778], [-0.621368, 0.365894, -1.357173], [-1.427880, -0.622120, -0.821777], [-2.699092, -0.749919, -1.727133], [-2.867070, -1.888333, -2.505692], [-3.615965, 0.293655, -1.582778], [-1.028857, -1.274861, 0.321682], [0.160887, -0.951977, 0.937822], [1.737075, 2.341853, 1.535015], [3.256917, 1.809759, 2.193172], [1.763308, 1.203814, 2.884182], [2.725138, -0.609135, 1.465041], [3.111562, 0.482945, 0.161990], [1.200810, 1.460087, -1.196264], [-0.922845, 0.857062, -2.266378], [-2.253068, -2.637122, -2.347413], [-3.388282, 0.892680, -0.824657], [-1.727605, -1.975782, 0.798326], [0.408491, -1.427366, 1.868633]],
  "forces_ev_per_angstrom": [[0.822, 0.620, -0.294], [0.390, -0.629, 0.641], [0.651, -0.064, -0.482], [-0.154, -0.077, 0.699], [0.761, 0.117, -0.085], [-0.385, 0.266, -1.016], [-0.283, -0.910, 1.565], [-0.417, 0.502, 0.089], [0.287, -0.339, -0.071], [-0.983, -0.426, 0.648], [0.027, 0.239, -0.258], [-0.031, -0.343, -0.057], [-0.032, -0.048, 0.151], [-0.192, -0.247, -0.010], [-0.294, 0.624, -0.183], [-0.667, 0.237, 0.328], [0.343, 0.055, -0.192], [-0.089, 0.309, -0.200], [-0.424, 1.211, -0.021], [-0.110, -1.020, -1.281], [0.459, 0.086, -0.205], [0.322, -0.163, 0.233]],
  "mulliken_charge": [-1.043, -0.892, 0.609, -0.713, -0.232, -0.099, 0.843, -0.634, -0.620, -0.833, -0.291, 0.316, 0.338, 0.318, 0.318, 0.365, 0.387, 0.394, 0.345, 0.364, 0.352, 0.408],
  "spin_multiplicity": 1,
  "smiles": "CCc1ccc(B(O)O)cc1",
  "energy_ha": -486.870948,
  "lumo_ev": 0.545,
  "orbital_gap_ev": 9.63,
  "de_lowest_ev": 0.290,
  "charge": 0
}


Record 3
{
  "formula": "C4H10N2O",
  "method": "ωB97M-V with the def2-TZVPD basis set",
  "symbols": ["C", "C", "C", "N", "N", "C", "O", "H", "H", "H", "H", "H", "H", "H", "H", "H", "H"],
  "xyz": [[-1.193637, 0.434130, -1.181501], [-0.360316, -0.176044, -0.041936], [1.105978, 0.141955, -0.232931], [1.581100, -0.347567, -1.509727], [-0.794263, 0.323252, 1.248527], [-0.405569, -0.315547, 2.378102], [0.217539, -1.351795, 2.381689], [-0.606030, 1.213976, -1.654349], [-2.121644, 0.891494, -0.834469], [-1.458042, -0.326550, -1.908897], [-0.474245, -1.262617, -0.101664], [1.178866, 1.232549, -0.148398], [1.712561, -0.253300, 0.581475], [1.147822, -1.193283, -1.844328], [2.573296, -0.333530, -1.662330], [-1.428276, 1.101560, 1.232128], [-0.675141, 0.221316, 3.298608]],
  "forces_ev_per_angstrom": [[0.105, 0.172, 0.335], [-0.306, -0.295, -0.639], [0.695, -0.002, 0.157], [-0.450, 0.565, -0.626], [0.128, -0.426, -0.381], [-0.185, 0.404, 0.051], [0.148, -0.160, 0.104], [-0.030, 0.078, -0.307], [-0.058, -0.144, 0.131], [0.035, 0.084, -0.186], [-0.084, -0.002, 0.452], [0.167, 0.079, -0.360], [-0.247, -0.157, 0.310], [0.173, -0.110, 0.224], [0.045, -0.133, 0.178], [0.056, 0.089, 0.458], [-0.193, -0.042, 0.100]],
  "mulliken_charge": [-1.311, 0.442, -0.853, -0.450, -0.205, -0.079, -0.544, 0.332, 0.433, 0.286, 0.363, 0.267, 0.339, 0.176, 0.207, 0.214, 0.384],
  "spin_multiplicity": 1,
  "smiles": "C[C@@H](CN)NC=O",
  "energy_ha": -343.162076,
  "lumo_ev": 0.970,
  "orbital_gap_ev": 9.92,
  "de_lowest_ev": 1.072,
  "charge": 0
}